Record 1
C45H49MoN4P2 | the ωB97M-V functional and the def2-TZVPD basis

Geometry as XYZ:
```
101
Properties=species:S:1:pos:R:3
Mo 0.00 0.37 0.55
P -0.87 -1.81 -0.57
P -0.23 0.29 -2.07
N 1.53 1.50 1.76
N 0.06 -1.37 -1.93
N 0.75 -1.24 1.89
N -1.37 -2.00 2.48
C 3.68 2.75 3.08
C -0.41 3.51 1.35
C 3.48 2.89 1.71
C -0.01 -2.14 2.55
C 2.04 3.38 -3.29
C -2.86 -2.57 -2.32
C 2.10 -1.42 1.95
C 1.90 -3.41 3.23
C -4.93 -2.22 -0.50
C 3.61 1.85 -2.30
C 1.21 1.21 -2.58
C -1.84 1.72 0.48
C -0.67 0.23 -4.72
C -1.78 1.59 4.30
C -0.76 3.16 2.65
C -2.58 -2.09 -1.05
C 2.61 0.74 -2.28
C 0.36 4.76 1.08
C -1.91 1.20 1.80
C -5.19 -2.68 -1.79
C -0.64 -5.67 0.68
C -3.43 0.31 -4.73
C 4.81 3.43 3.78
C 1.59 -4.99 0.08
C 2.72 -0.13 -1.01
C 1.12 -3.73 -0.24
C 3.34 3.07 -2.81
C 2.41 2.28 1.10
C 2.76 1.96 3.76
C -2.75 0.42 -3.53
C 1.00 2.46 -3.13
C -1.36 0.41 -3.50
C -0.24 -3.44 -0.12
C -3.62 -1.92 -0.14
C -1.12 -4.42 0.35
C -0.84 2.71 0.27
C -2.74 0.16 -5.92
C 0.71 -5.96 0.55
C -4.16 -2.86 -2.69
C -1.44 1.99 2.90
C 0.54 -3.24 3.22
C -1.35 0.10 -5.91
C -2.98 1.57 -0.48
C 1.72 1.36 3.08
C 2.71 -2.47 2.58
H 4.56 4.47 3.95
H 2.70 -0.67 1.46
H -0.70 3.11 -0.74
H 1.08 -6.95 0.80
H 1.81 -2.99 -0.62
H 0.14 -1.98 -2.74
H -2.69 0.48 2.01
H -0.99 1.85 5.00
H -2.18 -4.21 0.43
H -1.32 -6.44 1.03
H -3.28 0.08 -6.86
H -3.31 0.54 -0.60
H 2.85 1.80 4.83
H 5.02 2.97 4.74
H 0.41 0.20 -4.74
H 0.83 4.75 0.10
H 1.84 4.33 -3.76
H -1.91 -2.64 3.04
H -4.51 0.35 -4.73
H 2.34 -4.26 3.74
H -3.34 0.48 -2.62
H 3.58 0.14 -0.41
H -2.71 2.00 -1.45
H 2.72 -1.19 -1.22
H 2.64 -5.22 -0.04
H 0.00 2.76 -3.43
H 1.83 0.02 -0.35
H 2.90 0.07 -3.11
H -1.72 -1.05 2.48
H -5.73 -2.09 0.20
H 4.12 3.82 -2.86
H 3.78 -2.55 2.59
H -2.06 -2.72 -3.05
H -3.81 2.16 -0.10
H 1.11 4.94 1.85
H -2.00 0.52 4.39
H -0.12 -3.94 3.72
H 4.61 1.61 -1.96
H -0.46 3.80 3.48
H -6.21 -2.92 -2.07
H 1.01 0.73 3.61
H -2.68 2.13 4.62
H -3.42 -1.58 0.87
H -0.80 -0.03 -6.83
H 4.15 3.49 1.11
H -0.34 5.61 1.11
H 5.71 3.41 3.17
H -4.37 -3.24 -3.69
H 2.22 2.42 0.04
```

Properties
2S+1: 3
Charge: +3
Expectation value of S²: 2.06
HOMO-LUMO gap (spin up / spin down): 5.46 / 7.08 eV

---

Record 2
C12H33ClN3O3Ti | the ωB97M-V functional and the def2-TZVPD basis

Geometry as XYZ:
```
53
Properties=species:S:1:pos:R:3
Ti 13.31 12.48 0.80
Cl 14.64 11.03 -1.21
O 16.00 5.69 -1.15
O 19.50 15.58 -1.54
O 19.05 9.60 3.16
N 13.40 8.19 -2.30
N 17.22 10.40 1.17
N 17.30 13.04 -0.02
C 17.05 5.11 -1.82
C 18.21 9.25 -0.54
C 15.32 6.71 -1.99
C 18.01 15.13 0.87
C 13.94 7.14 -1.46
C 19.96 9.30 4.12
C 19.33 9.50 1.78
C 18.02 9.19 0.97
C 19.07 14.26 -1.17
C 20.94 15.64 -1.88
C 12.98 6.00 -1.59
C 17.79 14.36 -0.44
H 17.67 5.98 -2.05
H 21.56 15.41 -1.02
H 12.79 5.59 -2.59
H 17.04 14.85 -1.07
H 17.23 9.28 -1.02
H 21.08 16.70 -2.11
H 12.05 6.36 -1.15
H 20.06 8.71 1.58
H 17.54 8.29 1.34
H 19.84 10.39 1.41
H 21.15 14.89 -2.64
H 13.19 5.18 -0.91
H 17.01 12.48 -0.81
H 18.64 8.27 -0.74
H 17.14 15.52 1.41
H 13.98 7.48 -0.42
H 19.79 13.78 -0.51
H 18.51 14.57 1.67
H 16.46 13.14 0.53
H 17.63 11.22 0.76
H 20.88 9.89 4.04
H 16.42 10.36 0.56
H 19.51 9.49 5.09
H 15.30 6.29 -3.00
H 18.95 13.57 -2.00
H 13.23 8.01 -3.27
H 18.70 15.96 0.77
H 17.60 4.54 -1.08
H 18.65 10.21 -0.78
H 14.22 8.78 -2.42
H 16.68 4.72 -2.77
H 15.99 7.56 -2.03
H 20.27 8.26 4.11
```

Properties
2S+1: 4
Expectation value of S²: 3.75
HOMO-LUMO gap (spin up / spin down): 6.72 / 7.00 eV

---

Record 3
C30H49Br2N3O6 | the ωB97M-V functional and the def2-TZVPD basis

Geometry as XYZ:
```
90
Properties=species:S:1:pos:R:3
Br 8.00 -3.10 0.12
Br 5.36 -4.79 1.56
O 4.79 3.80 -2.11
O 0.48 -1.41 -2.92
O -6.34 2.37 6.05
O 0.70 -4.10 -4.99
O -0.88 0.89 2.33
O -2.91 1.06 0.14
N -3.05 1.28 -4.68
N -1.62 -0.65 -5.04
N -0.73 1.49 -3.97
C 5.11 -2.90 0.86
C 1.24 -3.25 -6.07
C 3.63 -2.11 0.93
C -1.62 0.35 -0.13
C -6.04 2.73 3.05
C 2.97 -4.47 -3.71
C 3.20 -1.53 2.41
C -5.81 1.67 7.17
C -3.78 0.26 1.01
C -6.78 1.77 8.33
C 0.83 -0.56 1.11
C 6.23 -2.13 0.26
C 5.32 3.11 -0.99
C 1.25 -1.18 -0.39
C -1.27 -0.24 -1.48
C 0.22 -0.98 -1.66
C 1.68 -5.11 -4.53
C 6.16 -0.60 -0.33
C -4.45 2.26 7.53
C -2.40 -0.12 -2.66
C 2.47 -3.97 -2.20
C -5.86 1.14 2.61
C 2.70 -1.96 -0.45
C 4.35 3.21 0.18
C -1.87 0.50 -4.08
C 3.28 -2.58 -1.86
C -0.59 0.27 1.18
C 1.74 -0.72 2.47
C -5.23 1.09 1.09
C 6.68 3.69 -0.63
H 3.09 -1.74 -2.69
H -5.01 3.25 3.30
H 5.15 -0.04 -0.16
H -6.82 2.84 3.94
H 3.38 2.79 -0.10
H 4.18 4.25 0.46
H 0.19 1.09 -4.22
H 1.17 -5.89 -3.80
H -0.73 2.00 -3.05
H -7.76 1.36 8.06
H 7.02 0.11 0.10
H 1.32 -3.77 -2.15
H -3.82 0.55 -4.77
H -6.45 3.30 6.29
H 3.72 -5.37 -3.51
H 3.88 -1.69 3.37
H -4.97 2.21 0.81
H -6.50 3.27 2.09
H 1.41 -0.30 3.52
H 7.36 3.62 -1.48
H -3.98 -0.84 0.62
H -2.75 -1.24 -2.90
H 6.59 4.76 -0.38
H 4.73 2.67 1.05
H -4.54 3.32 7.78
H -5.69 0.62 6.88
H 2.73 -4.77 -1.37
H -2.83 1.54 -5.67
H 2.09 -5.64 -5.50
H -0.61 -0.72 -5.32
H -3.77 2.19 6.68
H 0.32 -2.99 -6.77
H -2.25 -0.57 -5.89
H -6.94 0.68 2.56
H -5.20 0.52 3.36
H 2.08 -3.80 -6.68
H -3.40 0.23 2.14
H 7.12 3.17 0.22
H -4.01 1.73 8.38
H -6.95 2.82 8.61
H 5.44 2.06 -1.28
H 1.69 -2.27 -5.61
H -5.99 0.70 0.27
H -3.37 0.47 -2.36
H 4.47 -2.72 -1.85
H 4.68 4.73 -1.86
H 3.48 -3.60 -4.31
H 6.34 -0.60 -1.51
H -6.41 1.23 9.21
```

Properties
SMILES string: CCCCOC1=C(CC(N)(N)N)C(=O)c2c(ccc(/C(Br)=C(\C)Br)c2CCCCOC)C1=O.CC(C)O.CC(C)O
HOMO-LUMO gap: 6.97 eV

---

Record 4
C48H33ClF2N9O2SbTl | the ωB97M-V functional and the def2-TZVPD basis

Geometry as XYZ:
```
97
Properties=species:S:1:pos:R:3
Tl 9.45 14.98 14.63
Sb 8.01 12.15 19.90
Cl 6.27 11.46 15.24
F 5.35 19.36 16.11
F 9.44 19.90 18.24
O 6.81 10.75 18.71
O 6.08 12.86 18.36
N 13.47 16.09 15.96
N 10.51 12.72 13.60
N 6.59 16.23 13.66
N 10.03 15.16 12.18
N 11.78 16.45 14.20
N 12.16 11.62 15.06
N 9.54 12.91 11.36
N 12.19 14.07 15.54
N 10.79 17.40 12.24
C 6.10 11.64 18.01
C 11.61 17.36 13.28
C 10.94 8.18 12.67
C 7.51 19.90 16.88
C 6.69 12.54 21.62
C 14.43 11.49 16.99
C 9.14 18.16 16.70
C 12.57 18.49 13.45
C 10.74 10.37 13.52
C 8.75 19.37 17.21
C 10.01 17.09 9.08
C 13.77 12.61 16.54
C 8.42 17.56 15.68
C 9.41 12.64 18.32
C 14.48 18.83 14.94
C 9.77 14.21 11.24
C 10.33 16.36 11.60
C 5.35 11.18 16.74
C 9.95 10.69 12.38
C 9.59 14.40 8.62
C 11.14 11.67 14.17
C 10.00 16.24 10.16
C 6.05 15.76 12.56
C 8.43 10.11 20.66
C 5.20 16.61 11.77
C 9.88 12.22 12.46
C 9.75 14.92 9.90
C 4.90 17.87 12.24
C 10.22 8.51 11.52
C 7.19 18.09 15.20
C 12.84 16.81 15.06
C 14.07 13.90 16.95
C 12.61 12.76 15.64
C 9.80 16.63 7.78
C 6.43 17.52 14.04
C 11.12 9.03 13.73
C 15.85 13.01 18.28
C 15.15 14.14 17.75
C 9.57 9.72 11.43
C 13.95 20.39 13.16
C 14.73 20.00 14.25
C 13.31 18.09 14.56
C 5.59 18.37 13.35
C 12.92 19.58 12.68
C 15.49 11.69 17.92
C 9.69 15.26 7.52
C 13.16 14.81 16.17
C 6.71 19.14 16.03
H 4.68 16.16 10.94
H 6.24 14.71 12.33
H 9.76 11.83 17.69
H 11.63 8.75 14.64
H 7.25 12.26 22.54
H 14.13 10.51 16.67
H 5.35 19.32 13.80
H 4.48 11.79 16.72
H 15.45 15.18 17.96
H 11.31 7.16 12.66
H 8.80 13.30 17.64
H 9.36 9.72 20.21
H 9.00 10.04 10.52
H 16.70 13.19 18.94
H 9.72 14.88 6.45
H 15.53 20.59 14.62
H 16.04 10.85 18.35
H 6.31 13.55 21.71
H 14.10 21.43 12.75
H 8.56 10.09 21.73
H 4.21 18.54 11.69
H 9.48 13.32 8.42
H 10.20 13.19 18.75
H 5.06 10.10 16.83
H 9.72 17.41 7.02
H 7.49 9.46 20.43
H 5.79 11.85 21.62
H 10.20 7.86 10.59
H 7.18 20.86 17.34
H 15.12 18.40 15.71
H 10.21 18.16 9.33
H 10.05 17.66 17.01
H 12.33 19.79 11.79
```

Properties
Charge: -1
HOMO-LUMO gap (spin up / spin down): 4.97 / 2.80 eV